Record 1
Here is a structure of composition C46H58MnN5O9P2Se from the OMol25 dataset. Energies are from ωB97M-V/def2-TZVPD.

Element x y z (Å)
Mn  -0.961  -0.314  0.352
O  3.003  1.507  0.322
C  3.258  1.390  1.639
C  4.477  1.879  2.109
C  4.798  1.787  3.448
C  3.908  1.211  4.352
C  2.689  0.746  3.895
C  2.340  0.830  2.548
C  1.022  0.356  2.076
O  0.873  0.208  0.810
N  0.061  0.142  2.952
N  -1.082  -0.259  2.294
C  -2.131  -0.483  2.999
C  -3.399  -0.927  2.445
C  -4.373  -1.354  3.360
C  -5.612  -1.828  2.975
C  -5.912  -1.870  1.612
C  -4.988  -1.445  0.684
C  -3.706  -0.960  1.043
O  -2.909  -0.561  0.099
H  2.193  0.966  0.153
H  5.171  2.287  1.386
H  5.762  2.148  3.790
H  4.168  1.125  5.399
H  1.971  0.304  4.572
H  -2.053  -0.365  4.079
H  -4.122  -1.310  4.416
H  -6.334  -2.151  3.714
H  -6.876  -2.239  1.279
H  -5.211  -1.474  -0.377
C  0.656  5.955  -1.728
C  -0.477  5.452  -0.859
C  -0.503  6.107  0.507
O  -0.272  4.034  -0.667
P  -1.391  2.918  -0.746
O  -1.178  1.877  0.262
C  -1.367  2.333  -2.460
P  -0.367  0.833  -2.701
O  -0.650  -0.180  -1.684
O  1.128  1.271  -2.707
C  1.804  2.081  -3.704
C  2.459  1.166  -4.718
C  2.792  2.934  -2.938
O  -0.651  0.397  -4.193
C  -1.815  -0.309  -4.722
C  -2.553  0.664  -5.621
C  -2.714  -0.932  -3.671
O  -2.776  3.687  -0.656
C  -3.655  3.491  0.504
C  -4.386  4.799  0.712
C  -4.573  2.326  0.215
H  0.583  7.037  -1.850
H  0.629  5.493  -2.715
H  1.614  5.720  -1.262
H  -1.436  5.598  -1.361
H  0.434  5.909  1.030
H  -1.320  5.709  1.109
H  -0.634  7.186  0.409
H  -1.014  3.126  -3.123
H  -2.394  2.094  -2.742
H  1.054  2.710  -4.198
H  3.200  0.536  -4.226
H  2.955  1.764  -5.484
H  1.717  0.528  -5.195
H  3.534  2.299  -2.453
H  2.282  3.504  -2.162
H  3.299  3.623  -3.618
H  -1.377  -1.103  -5.329
H  -3.014  1.458  -5.031
H  -3.344  0.143  -6.163
H  -1.872  1.113  -6.344
H  -3.222  -0.182  -3.061
H  -2.169  -1.586  -2.996
H  -3.478  -1.515  -4.189
H  -3.019  3.264  1.362
H  -5.021  5.017  -0.149
H  -3.689  5.625  0.851
H  -5.018  4.727  1.598
H  -5.198  2.552  -0.653
H  -5.224  2.137  1.070
H  -3.995  1.423  0.018
C  7.986  -0.013  1.699
C  6.738  -0.637  1.131
C  6.292  -0.335  -0.147
C  5.143  -0.910  -0.682
C  4.682  -0.497  -2.048
C  4.390  -1.830  0.070
Se  2.823  -2.655  -0.636
C  4.821  -2.114  1.384
C  4.034  -3.034  2.272
C  5.980  -1.528  1.880
H  8.285  0.862  1.117
H  8.827  -0.712  1.698
H  7.832  0.308  2.732
H  6.849  0.380  -0.749
H  5.444  0.098  -2.561
H  3.764  0.091  -1.951
H  4.417  -1.368  -2.651
H  2.975  -2.771  2.245
H  4.398  -2.985  3.301
H  4.096  -4.067  1.917
H  6.280  -1.752  2.901
N  -5.030  -9.398  3.514
C  -4.427  -8.546  3.031
C  -3.678  -7.486  2.431
C  -2.529  -7.772  1.694
C  -1.804  -6.749  1.115
C  -2.230  -5.433  1.256
C  -3.382  -5.140  1.983
C  -4.095  -6.162  2.574
N  -1.507  -4.389  0.656
C  -0.878  -4.386  -0.581
C  -0.438  -3.118  -0.770
N  -0.771  -2.348  0.325
C  -1.400  -3.132  1.155
H  -2.202  -8.798  1.592
H  -0.893  -6.960  0.571
H  -3.732  -4.116  2.057
H  -4.992  -5.940  3.136
H  -0.819  -5.265  -1.196
H  0.135  -2.701  -1.581
H  -1.780  -2.853  2.122

electronic energy = -189774.8381 eV
orbital gap (alpha / beta) = 4.576 / 4.575 eV
charge = -1
E_LUMO (alpha / beta) = 1.821 / 1.821 eV
relative energy (zero: lowest compared OMol25 entry of this formula, charge and spin) = 5.21 kcal per mole
highest occupied orbital energy (alpha / beta) = -2.8 / -2.8 eV
⟨S²⟩ = 0.792
multiplicity = 2

These are the Löwdin partial charges, in e, on atoms 1 to 6: Mn 0.588; O 0.051; C -0.251; C -0.022; C -0.100; C -0.107

---

Record 2
Here is a structure of composition C46H59BrN8OOsP2SSiTe from the OMol25 dataset. Energies are from ωB97M-V/def2-TZVPD.

Element x y z (Å)
Os  0.108  -0.877  -0.318
Te  1.608  2.898  1.983
C  1.182  4.969  2.117
C  1.051  5.461  3.406
C  0.961  6.839  3.568
N  1.012  7.698  2.556
C  1.163  7.207  1.330
C  1.261  5.849  1.051
C  -0.065  1.885  1.738
P  -1.798  2.453  1.418
C  -1.890  4.057  2.270
C  -1.971  4.005  3.663
C  -2.188  5.159  4.398
C  -2.346  6.376  3.745
C  -2.288  6.431  2.360
C  -2.069  5.275  1.621
C  -1.800  2.817  -0.373
C  -2.938  2.449  -1.089
C  -3.021  2.685  -2.454
C  -1.962  3.289  -3.118
C  -0.831  3.675  -2.410
C  -0.760  3.448  -1.046
P  0.112  0.042  1.746
C  -0.992  -0.655  3.009
C  -0.500  -1.289  4.152
C  -1.365  -1.926  5.031
C  -2.727  -1.947  4.777
C  -3.224  -1.342  3.630
C  -2.365  -0.709  2.747
C  1.820  -0.254  2.293
C  2.656  -0.856  1.353
C  4.001  -1.068  1.617
C  4.518  -0.681  2.846
C  3.696  -0.091  3.799
C  2.356  0.127  3.526
H  1.003  4.816  4.274
H  0.846  7.261  4.559
H  1.215  7.928  0.523
H  1.410  5.519  0.032
H  -1.887  3.051  4.176
H  -2.258  5.107  5.477
H  -2.526  7.278  4.315
H  -2.422  7.376  1.849
H  -2.044  5.332  0.540
H  -3.770  1.996  -0.564
H  -3.917  2.412  -2.999
H  -2.027  3.480  -4.181
H  -0.006  4.155  -2.921
H  0.119  3.756  -0.500
H  0.559  -1.313  4.362
H  -0.967  -2.410  5.913
H  -3.400  -2.440  5.467
H  -4.286  -1.364  3.423
H  -2.756  -0.251  1.851
H  2.273  -1.180  0.377
H  4.637  -1.530  0.874
H  5.566  -0.843  3.063
H  4.105  0.201  4.758
H  1.725  0.600  4.270
C  -4.246  -0.763  -1.026
C  -2.794  -0.897  -1.363
N  -2.483  -1.405  -2.545
O  -1.947  -0.542  -0.511
H  -4.787  -0.253  -1.824
H  -4.365  -0.218  -0.094
H  -4.674  -1.761  -0.908
H  -3.210  -1.666  -3.190
H  -1.521  -1.578  -2.801
C  2.772  -3.044  -6.747
C  1.781  -3.035  -5.565
C  1.929  -4.375  -4.823
C  0.348  -2.995  -6.119
Si  2.132  -1.489  -4.497
Br  0.905  -2.179  -2.524
C  3.903  -1.313  -3.815
C  4.485  -2.686  -3.447
C  3.967  -0.437  -2.553
C  4.806  -0.691  -4.899
C  1.335  0.126  -5.146
C  1.874  1.376  -4.438
C  1.670  0.262  -6.645
C  -0.187  0.156  -4.967
H  2.505  -3.864  -7.420
H  3.797  -3.221  -6.419
H  2.753  -2.126  -7.334
H  1.706  -5.179  -5.531
H  1.229  -4.474  -3.994
H  2.933  -4.547  -4.447
H  0.163  -3.915  -6.682
H  0.173  -2.161  -6.797
H  -0.397  -2.953  -5.319
H  3.863  -3.223  -2.727
H  5.468  -2.539  -2.990
H  4.630  -3.321  -4.320
H  3.299  -0.795  -1.765
H  3.732  0.607  -2.749
H  4.987  -0.472  -2.158
H  4.840  -1.289  -5.810
H  5.827  -0.636  -4.510
H  4.511  0.323  -5.167
H  2.936  1.539  -4.605
H  1.686  1.347  -3.367
H  1.347  2.250  -4.836
H  2.745  0.244  -6.837
H  1.296  1.228  -6.995
H  1.200  -0.506  -7.258
H  -0.459  0.201  -3.909
H  -0.695  -0.686  -5.438
H  -0.574  1.072  -5.425
S  2.727  3.046  -0.790
C  1.757  1.738  -0.912
N  0.969  0.883  -0.863
N  -2.684  -5.395  0.394
N  -1.657  -4.484  0.573
N  -0.785  -4.596  1.544
C  -0.087  -3.482  1.402
N  -0.547  -2.751  0.375
N  -1.568  -3.410  -0.144
H  -2.434  -6.231  0.912
H  -2.755  -5.612  -0.594
H  0.741  -3.202  2.029

electronic energy = -179708.3394 eV
orbital gap = 6.191 eV
charge = +2
E_LUMO = -6.366 eV
relative energy (zero: lowest compared OMol25 entry of this formula, charge and spin) = 31.48 kcal per mole
highest occupied orbital energy = -12.6 eV

These are the Löwdin partial charges, in e, on atoms 1 to 6: Os 0.788; Te 1.631; C -0.475; C -0.131; C -0.124; N 0.097

---

Record 3
Here is a cluster of 8 separate species, C46H59F7N5O24S in total at a distorted geometry from the OMol25 dataset. Energies are from ωB97M-V/def2-TZVPD.

Element x y z (Å)
C  -1.280  2.506  4.542
C  -2.373  3.286  5.489
O  -3.770  2.864  5.304
C  -3.944  1.412  5.460
C  -4.374  0.833  3.962
O  -4.033  1.909  2.974
C  -4.065  1.352  1.613
C  -2.648  1.444  0.792
C  -2.260  2.788  -0.096
C  -3.228  4.142  -0.188
C  -2.279  5.394  0.382
N  -1.520  4.926  1.621
N  -0.955  2.884  -0.913
C  0.058  1.750  -0.953
C  1.459  1.799  -1.865
C  1.067  0.976  -3.267
C  1.953  -0.392  -3.481
N  1.128  -1.685  -3.324
C  -0.137  0.337  -0.080
C  0.968  -0.883  -0.072
C  0.776  -2.288  0.806
C  -0.618  -2.443  1.661
C  -0.826  -3.857  2.491
C  0.052  -3.916  3.893
C  -0.534  -2.830  5.022
C  0.419  -1.500  5.157
S  1.793  -1.750  6.412
C  2.290  0.013  6.898
N  2.169  1.114  5.828
N  2.625  2.312  6.424
C  2.996  1.954  7.847
O  2.800  0.517  8.213
C  -1.723  -1.197  1.651
C  -1.526  0.208  0.802
H  -1.145  1.357  4.834
H  -0.248  3.077  4.687
H  -1.518  2.529  3.397
H  -2.046  3.203  6.611
H  -2.330  4.433  5.159
H  -4.879  1.176  6.164
H  -3.037  0.848  5.938
H  -3.675  -0.080  3.746
H  -5.528  0.581  3.918
H  -4.867  1.958  0.971
H  -4.379  0.217  1.641
H  -4.159  4.094  0.526
H  -3.504  4.385  -1.304
H  -2.932  6.334  0.705
H  -1.437  5.699  -0.407
H  -1.317  5.747  2.266
H  -0.575  4.571  1.330
H  -0.752  3.747  -1.463
H  1.639  2.930  -2.147
H  2.374  1.310  -1.304
H  -0.076  0.638  -3.214
H  1.153  1.658  -4.215
H  2.286  -0.392  -4.627
H  2.874  -0.497  -2.760
H  0.222  -1.495  -2.840
H  1.681  -2.384  -2.743
H  1.973  -0.780  -0.674
H  1.636  -3.080  0.763
H  -0.492  -4.800  1.838
H  -1.951  -4.063  2.795
H  1.196  -3.620  3.727
H  0.010  -4.972  4.410
H  -1.606  -2.486  4.639
H  -0.710  -3.370  6.054
H  0.941  -1.196  4.130
H  -0.266  -0.597  5.515
H  3.390  2.808  8.571
H  -2.690  -1.378  2.296
C  -8.654  -0.263  0.304
C  -7.591  0.010  -0.705
O  -6.396  -0.129  0.030
C  -6.686  -1.030  1.010
O  -5.845  -1.614  1.674
O  -8.035  -1.207  1.154
F  -7.668  1.283  -1.154
H  -8.926  0.625  0.884
H  -9.559  -0.677  -0.148
H  -7.586  -0.685  -1.551
C  5.459  -1.956  3.699
C  4.786  -3.283  3.611
O  4.104  -3.226  2.379
C  4.847  -2.389  1.601
O  4.736  -2.303  0.389
O  5.737  -1.663  2.344
F  3.872  -3.425  4.597
H  4.809  -1.177  4.111
H  6.379  -1.994  4.288
H  5.473  -4.135  3.613
C  9.711  0.251  1.339
C  9.356  -0.997  0.605
O  9.581  -2.014  1.555
C  9.358  -1.425  2.764
O  9.186  -2.039  3.803
O  9.344  -0.060  2.668
F  10.192  -1.198  -0.439
H  10.782  0.474  1.301
H  9.158  1.120  0.972
H  8.316  -1.036  0.263
C  -1.991  2.997  -6.129
C  -0.542  3.344  -6.104
O  -0.504  4.547  -5.371
C  -1.566  4.479  -4.521
O  -1.709  5.197  -3.545
O  -2.448  3.500  -4.889
F  -0.084  3.590  -7.352
H  -2.532  3.492  -6.942
H  -2.160  1.919  -6.200
H  0.091  2.595  -5.616
C  -7.442  -5.871  0.103
C  -6.361  -5.071  0.745
O  -6.143  -4.018  -0.166
C  -7.344  -3.828  -0.781
O  -7.632  -2.836  -1.430
O  -8.191  -4.883  -0.576
F  -5.221  -5.792  0.843
H  -7.058  -6.597  -0.621
H  -8.060  -6.398  0.834
H  -6.628  -4.661  1.725
C  3.352  1.916  -6.567
C  4.802  2.263  -6.543
O  4.840  3.467  -5.810
C  3.778  3.398  -4.959
O  3.635  4.116  -3.984
O  2.896  2.420  -5.328
F  5.260  2.509  -7.790
H  2.812  2.411  -7.381
H  3.184  0.838  -6.638
H  5.434  1.514  -6.054
C  2.448  -3.144  -7.315
C  2.865  -3.196  -8.745
O  3.288  -1.878  -9.012
C  3.741  -1.402  -7.819
O  4.435  -0.405  -7.698
O  3.330  -2.181  -6.773
F  1.811  -3.475  -9.544
H  1.415  -2.802  -7.187
H  2.563  -4.108  -6.812
H  3.684  -3.894  -8.948

electronic energy = -135077.8388 eV
orbital gap = 6.244 eV
charge = +1
E_LUMO = -4.001 eV
highest occupied orbital energy = -10.2 eV

These are the Löwdin partial charges, in e, on atoms 1 to 6: C -0.105; C -0.225; O -0.216; C -0.161; C -0.120; O -0.201